No. 1
{
  "formula": "C16H15N2NaO5S2Te",
  "method": "wB97M-V/def2-TZVPD",
  "symbols": ["Te", "S", "S", "Na", "O", "O", "O", "O", "O", "N", "N", "C", "C", "C", "C", "C", "C", "C", "C", "C", "C", "C", "C", "C", "C", "C", "C", "H", "H", "H", "H", "H", "H", "H", "H", "H", "H", "H", "H", "H", "H", "H"],
  "positions_angstrom": [[-1.07956, -1.20898, -2.24227], [2.05257, 2.03277, -1.11645], [-0.40949, -3.41803, -4.66322], [-0.98754, 1.76919, 0.03882], [-2.45202, 0.29478, 0.78740], [-1.87489, 4.55853, 3.12326], [-4.06716, 0.83281, 2.26460], [0.23643, 0.78523, 1.92766], [-1.52572, 3.58712, 1.13111], [2.95011, -0.14801, -2.37275], [1.76097, -0.48770, -0.39005], [-2.89297, 0.69152, 1.90264], [-0.53421, -3.14951, -6.36121], [-0.94024, -1.87253, -6.60452], [-0.91453, -1.81084, -4.25436], [2.42363, -2.37221, -1.60717], [2.98722, -1.45329, -2.50322], [2.28191, 0.38646, -1.31582], [1.02084, 1.28896, 4.02465], [-1.15041, -1.11894, -5.41476], [-1.56322, 3.60410, 2.39215], [0.24898, -0.05470, 4.08622], [-1.07921, 2.32815, 3.14692], [-0.61437, 0.01607, 2.81457], [1.78364, -1.81675, -0.53974], [-1.81267, 0.94220, 3.01244], [0.37554, 1.93704, 2.79622], [-1.10304, 2.61524, 4.19798], [-2.31385, 0.72390, 3.95616], [0.90320, 1.90057, 4.91843], [-1.08912, -1.47554, -7.60142], [-0.31130, -3.92670, -7.07592], [0.95865, 2.69960, 2.28592], [0.93028, -0.90746, 4.06058], [-0.85584, -0.93046, 2.33799], [-0.37541, -0.14469, 4.97575], [-1.47027, -0.08620, -5.40404], [1.24093, -0.08375, 0.40065], [3.49626, -1.82664, -3.38902], [1.25166, -2.38857, 0.20832], [2.08610, 1.12171, 3.85247], [2.42809, -3.43445, -1.78697]],
  "atomic_forces_ev_per_a": [[-0.456, -0.077, -0.153], [-0.011, -0.080, 0.126], [-0.042, 0.081, -0.005], [-0.013, -0.084, -0.377], [-0.051, 0.114, 0.034], [-0.009, 0.004, -0.015], [-0.057, 0.028, -0.041], [0.017, -0.002, -0.146], [0.128, -0.183, 0.076], [-0.031, -0.071, -0.023], [-0.015, 0.124, 0.456], [0.159, 0.094, 0.210], [0.033, -0.024, 0.019], [-0.001, -0.001, 0.016], [0.236, -0.083, 0.045], [0.118, 0.187, 0.040], [0.081, -0.043, 0.039], [-0.041, 0.141, -0.120], [0.076, -0.001, -0.028], [-0.024, 0.039, -0.018], [-0.057, -0.007, 0.033], [-0.030, -0.006, 0.039], [-0.010, 0.031, 0.079], [0.153, 0.091, -0.102], [-0.193, -0.193, -0.018], [-0.027, -0.072, 0.012], [-0.092, -0.147, 0.012], [-0.031, 0.019, -0.002], [-0.015, 0.009, 0.002], [0.001, -0.001, 0.015], [0.001, -0.004, 0.000], [-0.003, 0.006, -0.006], [-0.002, 0.001, -0.003], [-0.001, -0.002, -0.014], [-0.009, 0.001, 0.004], [0.010, -0.006, 0.018], [-0.005, -0.003, 0.003], [0.195, 0.041, -0.210], [0.008, 0.049, 0.007], [0.043, 0.027, -0.014], [0.001, 0.005, 0.000], [-0.034, 0.002, 0.009]],
  "nbo_charge": [-0.398, -0.291, 0.373, 0.913, -0.838, -0.750, -0.736, -0.593, -0.842, -0.481, -0.544, 0.779, -0.492, -0.261, -0.432, -0.366, 0.133, 0.263, -0.425, -0.359, 0.784, -0.433, -0.355, 0.078, 0.146, -0.343, 0.087, 0.209, 0.210, 0.203, 0.196, 0.208, 0.220, 0.193, 0.219, 0.203, 0.218, 0.470, 0.182, 0.225, 0.195, 0.227],
  "total_charge": -2,
  "de_lowest_kj_mol": 136.8,
  "lumo_energy_ev": 4.0,
  "gap_ev": 5.10
}

***

No. 2
{
  "formula": "C16H15N6RhS5SbSe",
  "method": "wB97M-V/def2-TZVPD",
  "symbols": ["Sb", "Rh", "Se", "S", "S", "S", "S", "S", "N", "N", "N", "N", "N", "N", "C", "C", "C", "C", "C", "C", "C", "C", "C", "C", "C", "C", "C", "C", "C", "C", "H", "H", "H", "H", "H", "H", "H", "H", "H", "H", "H", "H", "H", "H", "H"],
  "positions_angstrom": [[-3.39964, 0.59003, 0.13371], [-0.17049, -0.28885, 0.18795], [2.89086, -3.27487, 0.06537], [-4.84915, 0.49254, 1.89650], [-0.16097, -0.17940, -2.37996], [-1.50653, 2.01390, 0.51906], [-2.07817, -1.45612, 0.10525], [-4.26124, 1.06687, -1.94049], [1.19437, 2.06696, -2.70262], [1.87389, 0.41238, 0.14858], [0.14722, -0.23701, 7.59891], [-1.08409, 2.26614, -2.88291], [4.34095, -2.22230, -0.02512], [1.73645, -1.88447, 0.14169], [2.66220, 1.50572, 0.12259], [0.54274, 0.80814, 4.27766], [-0.48812, -1.41292, 2.97383], [0.05408, -0.26395, 5.02105], [4.69588, 0.20189, -0.04495], [4.04011, 1.43354, 0.02149], [-0.45888, -1.37863, 4.35728], [2.47989, -0.79166, 0.09795], [1.39866, 3.49320, -2.90970], [3.91555, -0.96400, 0.00390], [0.49804, 0.76477, 2.89466], [-0.02956, -0.33445, 2.21324], [0.10037, -0.24269, 6.44854], [-1.06765, 3.72684, -2.91741], [-0.02355, 1.51632, -2.62760], [0.22586, 4.25859, -2.31798], [2.33563, 3.78600, -2.43672], [-0.88175, -2.29552, 2.49014], [-1.18099, 4.06324, -3.95231], [2.15496, 2.46115, 0.20674], [0.95026, 1.67199, 4.78754], [-1.92677, 4.08483, -2.34832], [5.77246, 0.13087, -0.11667], [0.20573, 4.09647, -1.23981], [-0.84415, -2.20982, 4.93391], [1.95656, 1.49016, -2.38390], [1.47473, 3.69843, -3.98255], [0.88291, 1.61215, 2.34093], [0.32641, 5.32734, -2.50368], [-2.00497, 1.82714, -2.75984], [4.61348, 2.35138, 0.00103]],
  "atomic_forces_ev_per_a": [[-1.556, -0.589, 0.065], [-0.230, 0.352, -0.180], [-0.115, -0.046, -0.009], [0.690, 0.138, -0.473], [0.036, -0.042, 0.218], [0.335, 0.063, -0.135], [-0.020, 0.412, 0.029], [0.633, 0.130, 0.360], [-0.132, 0.268, 0.217], [0.030, -0.078, 0.006], [-0.006, 0.016, -0.067], [-0.501, 0.202, 0.346], [0.285, 0.039, -0.025], [0.126, 0.089, -0.066], [-0.227, 0.051, 0.062], [0.010, -0.027, 0.080], [0.095, 0.033, 0.128], [0.013, -0.073, -0.341], [-0.040, 0.018, 0.001], [0.086, 0.050, -0.045], [0.040, 0.031, 0.031], [0.026, -0.337, 0.042], [-0.036, 0.034, -0.020], [-0.001, -0.068, -0.005], [-0.017, 0.005, 0.012], [-0.037, -0.044, 0.016], [0.010, 0.027, 0.340], [0.074, 0.101, -0.070], [0.361, -0.343, -0.448], [-0.080, -0.195, -0.015], [0.016, -0.076, -0.021], [-0.048, 0.023, -0.041], [0.002, 0.027, 0.029], [-0.004, -0.001, -0.033], [0.001, 0.000, -0.003], [-0.024, -0.056, -0.052], [0.000, 0.010, -0.004], [0.023, 0.031, 0.097], [0.025, -0.019, -0.010], [-0.020, -0.076, -0.026], [0.063, 0.033, 0.018], [-0.022, -0.005, -0.002], [-0.029, -0.008, -0.030], [0.204, -0.124, -0.008], [-0.038, 0.024, 0.032]],
  "mulliken_spin": [-0.025, 1.152, 0.266, 0.044, 0.037, 1.011, 0.579, 0.068, -0.001, 0.110, -0.002, 0.018, 0.239, 0.176, 0.177, 0.012, 0.015, -0.003, 0.278, -0.059, 0.017, -0.080, 0.005, -0.048, -0.025, 0.006, 0.000, -0.003, 0.000, 0.018, -0.004, 0.015, 0.001, 0.011, 0.001, 0.000, 0.009, -0.008, 0.001, -0.004, 0.001, -0.003, 0.001, -0.010, 0.005],
  "multiplicity": 5,
  "total_charge": -1,
  "s_squared": 6.0508,
  "de_lowest_kj_mol": 43.6,
  "lumo_energy_ev": [2.1, -0.5],
  "gap_ev": [5.92, 5.05]
}

***

No. 3
{
  "formula": "C16H16AgClN2O6Se2",
  "method": "wB97M-V/def2-TZVPD",
  "symbols": ["Ag", "Se", "Se", "Cl", "O", "O", "O", "O", "O", "O", "N", "N", "C", "C", "C", "C", "C", "C", "C", "C", "C", "C", "C", "C", "C", "C", "C", "C", "H", "H", "H", "H", "H", "H", "H", "H", "H", "H", "H", "H", "H", "H", "H", "H"],
  "positions_angstrom": [[1.04060, -2.17823, -0.55363], [3.49076, -1.94713, -0.08538], [1.64678, 0.36247, -1.18119], [-5.99567, -0.92110, -0.39813], [-0.62392, -3.86890, -0.58257], [6.32999, 0.40752, -0.47275], [-2.28969, -5.17426, 0.09672], [-4.79631, -5.12902, 0.39899], [3.21478, 3.36137, 0.38126], [-6.29270, -3.80070, -0.61943], [-3.32608, -0.80284, -0.20673], [-2.26961, -1.64877, -0.15615], [-4.14627, 1.51061, -0.03210], [4.03106, 1.05856, 0.19667], [-2.70451, -2.88555, -0.21478], [-1.76960, -4.07506, -0.20812], [3.29126, 2.07079, 1.00082], [-3.10883, 0.59521, -0.00184], [-5.14234, -4.02370, -0.18997], [-3.79551, 2.83733, 0.17358], [-4.10497, -2.90418, -0.29533], [-1.77681, 1.01377, 0.07961], [-2.47195, 3.28784, 0.27484], [-1.46396, 2.36981, 0.11592], [-4.44145, -1.59060, -0.24705], [3.87262, -0.33313, 0.90812], [3.46038, 0.95111, -1.18811], [5.48751, 1.47743, 0.06170], [5.87071, 1.80623, 1.05562], [-2.24335, 4.29388, 0.47325], [3.75960, 2.24640, 2.02764], [6.29002, 0.36880, -1.41679], [4.10813, 0.25935, -1.75889], [3.08550, -0.32677, 1.68002], [5.62077, 2.35417, -0.58021], [-0.96705, 0.25776, 0.03072], [2.45864, 3.27802, -0.21841], [2.33369, 1.71717, 1.19729], [-3.82539, -5.19393, 0.46785], [3.51645, 1.94340, -1.61174], [-5.19298, 1.25757, -0.23584], [-4.59526, 3.53157, 0.28345], [-0.39946, 2.61912, 0.14554], [4.83442, -0.43339, 1.40557]],
  "atomic_forces_ev_per_a": [[-0.396, -0.088, 0.076], [1.873, -1.759, 0.132], [-2.323, 1.555, -0.933], [-0.641, -0.058, 0.077], [1.463, 0.142, -0.166], [0.129, 0.715, 1.792], [-0.218, -0.323, 0.382], [-1.720, -0.357, 0.062], [-0.287, 0.059, -0.050], [2.144, -0.917, 1.023], [-0.065, -1.750, 0.534], [1.081, 0.322, -0.151], [-0.144, 0.592, 0.008], [-0.018, -1.247, -0.171], [0.141, 0.330, 0.280], [-0.624, 0.325, -0.290], [1.661, 1.503, 1.595], [0.488, -0.530, -0.692], [-1.658, 1.996, -1.451], [0.449, 0.253, 0.173], [-1.177, -1.398, 0.649], [0.436, -0.506, -0.449], [-1.126, -1.186, -0.360], [0.700, -0.995, 0.794], [-0.588, 1.471, -0.587], [0.230, 0.935, 0.858], [0.757, -0.290, -0.399], [0.907, -0.409, -0.095], [0.139, -0.679, -0.501], [0.098, 1.248, 0.055], [-0.199, -0.279, -1.196], [-0.470, 0.149, -0.696], [-0.441, 0.213, 0.109], [0.353, 0.500, -0.236], [-0.379, 0.037, -0.045], [-0.623, 0.687, 0.028], [0.126, 0.069, -0.089], [-1.846, -0.680, 0.205], [1.855, 0.022, -0.153], [-0.070, 0.201, -0.577], [0.852, 0.143, 0.371], [-0.487, 0.612, -0.067], [-0.377, 0.037, -0.129], [-0.009, -0.665, 0.281]],
  "nbo_charge": [0.747, -0.587, -0.653, 0.048, -0.722, -0.745, -0.762, -0.677, -0.762, -0.646, -0.209, -0.233, -0.274, -0.190, 0.064, 0.766, -0.054, 0.209, 0.798, -0.216, -0.286, -0.233, -0.240, -0.185, 0.148, -0.574, -0.581, -0.043, 0.160, 0.200, 0.147, 0.466, 0.210, 0.209, 0.165, 0.285, 0.474, 0.199, 0.518, 0.193, 0.230, 0.191, 0.241, 0.201],
  "total_charge": -2,
  "lumo_energy_ev": 4.2,
  "gap_ev": 4.07
}

***

No. 4
{
  "formula": "C16H16As2Cl6CuO5",
  "method": "wB97M-V/def2-TZVPD",
  "symbols": ["As", "As", "Cu", "Cl", "Cl", "Cl", "Cl", "Cl", "Cl", "O", "O", "O", "O", "O", "C", "C", "C", "C", "C", "C", "C", "C", "C", "C", "C", "C", "C", "C", "C", "C", "H", "H", "H", "H", "H", "H", "H", "H", "H", "H", "H", "H", "H", "H", "H", "H"],
  "positions_angstrom": [[-0.48835, 2.66969, -1.43624], [-0.62593, 1.56471, 1.69726], [0.12001, -0.55305, 0.52310], [1.20107, -2.94351, -0.21627], [1.89560, -4.48256, -5.35740], [0.59707, -1.79938, -6.30041], [-0.36691, 0.30213, -4.20697], [2.16476, -5.05106, -2.29353], [-0.19453, -2.05508, 2.93230], [0.21323, -0.43098, -1.45570], [-0.66817, -1.76691, 4.25854], [0.17067, -3.43502, 2.80931], [0.95030, -1.20160, 2.60700], [-1.23872, -1.72168, 1.94995], [-0.65537, 3.92688, -2.93753], [0.55012, -1.34418, -2.27920], [1.43542, 2.33428, -1.59009], [0.39253, -1.16283, -3.68091], [1.49398, -3.55063, -2.83244], [0.14519, 5.72334, 2.16231], [-0.09467, 4.37628, 2.39882], [-0.05938, 5.32334, -0.19019], [-0.34122, 3.49160, 1.34998], [0.79805, -2.10797, -4.60893], [-0.30247, 3.97162, 0.03505], [1.36666, -3.31150, -4.19826], [-0.60687, 1.58271, 3.64504], [-2.57005, 1.49000, 1.47946], [0.15516, 6.20278, 0.86237], [1.08859, -2.60448, -1.90410], [-3.04545, 2.29654, 2.03758], [-1.51301, 4.57758, -2.76469], [-0.83658, 3.34634, -3.84139], [1.98338, 3.27763, -1.59457], [0.32678, 6.39177, 2.99509], [-0.08834, 4.02430, 3.42101], [-1.29402, 2.34066, 4.01986], [-2.81984, 1.56740, 0.42336], [-0.02895, 5.70454, -1.20344], [1.73843, 1.73050, -0.73558], [0.34202, 7.25137, 0.66477], [0.23997, 4.53183, -3.08381], [0.40028, 1.76493, 4.01689], [-0.91977, 0.59764, 3.98754], [-2.90036, 0.52250, 1.85671], [1.63703, 1.77001, -2.49731]],
  "atomic_forces_ev_per_a": [[-0.088, -0.082, 0.000], [-0.183, 0.050, -0.084], [-0.075, 0.542, -0.104], [0.092, -0.028, 0.001], [-0.015, 0.027, 0.030], [0.003, -0.007, 0.042], [0.050, 0.010, 0.060], [-0.019, 0.046, -0.011], [-0.048, -0.111, -0.041], [-0.009, -0.241, 0.036], [0.061, 0.003, -0.174], [-0.062, 0.192, 0.017], [-0.074, -0.205, 0.206], [0.134, -0.073, 0.256], [0.006, 0.062, 0.006], [-0.045, 0.044, -0.075], [0.048, 0.044, 0.063], [-0.001, 0.003, -0.095], [-0.004, -0.010, 0.038], [-0.002, 0.015, -0.040], [-0.058, -0.021, -0.009], [-0.062, 0.038, 0.023], [0.144, -0.081, 0.075], [-0.011, 0.020, -0.030], [0.108, -0.009, -0.136], [0.007, -0.006, -0.038], [0.048, -0.076, -0.006], [0.023, 0.046, 0.019], [-0.011, -0.044, 0.038], [0.046, -0.106, 0.000], [-0.010, -0.009, -0.002], [-0.005, 0.006, -0.043], [0.009, -0.012, 0.012], [-0.009, 0.001, -0.012], [0.002, 0.001, 0.001], [-0.002, -0.021, 0.010], [-0.006, -0.011, 0.033], [0.014, 0.006, -0.005], [0.005, -0.005, 0.001], [0.023, 0.002, -0.026], [0.001, 0.003, 0.003], [0.004, 0.009, 0.015], [-0.002, 0.006, -0.006], [0.005, 0.011, -0.021], [0.014, -0.001, 0.004], [-0.047, -0.025, -0.030]],
  "nbo_charge": [0.921, 0.848, 0.827, 0.049, 0.014, 0.021, 0.011, 0.028, 2.527, -0.845, -0.839, -0.824, -0.892, -0.904, -0.968, 0.434, -0.938, -0.175, -0.043, -0.225, -0.219, -0.267, -0.366, -0.055, -0.225, -0.154, -0.961, -0.944, -0.204, -0.190, 0.210, 0.221, 0.232, 0.202, 0.205, 0.211, 0.208, 0.239, 0.206, 0.237, 0.203, 0.208, 0.230, 0.267, 0.244, 0.235],
  "total_charge": -1,
  "de_lowest_kj_mol": 0.0,
  "lumo_energy_ev": 2.5,
  "gap_ev": 7.69
}